[1]
ORCA calculation (ωB97M-V with the def2-TZVPD basis set) on a structure of composition C27H25AuBrN4O4S.

The geometry in XYZ format:
```
63
Properties=species:S:1:pos:R:3:forces:R:3
Au -0.571609 0.956396 -0.131975 -0.083 -0.057 0.049
C 3.893563 -4.988309 -3.821628 0.001 0.000 -0.004
C 2.880516 -3.911050 -3.557971 -0.002 0.005 0.004
C 3.251469 -2.721892 -2.926736 -0.001 -0.009 0.000
C 2.319834 -1.736547 -2.663058 0.023 0.025 0.001
C 0.996538 -1.937180 -3.034751 -0.039 -0.013 0.013
C 0.602147 -3.104268 -3.668767 -0.002 -0.006 0.002
C 1.550122 -4.083050 -3.926237 -0.006 -0.005 -0.001
S -0.196564 -0.689309 -2.707430 -0.023 -0.027 -0.022
O -1.410533 -1.037956 -3.380734 -0.010 0.040 -0.029
O 0.415784 0.597870 -2.926827 -0.001 0.005 0.009
N -0.406714 -0.800375 -1.065572 0.164 0.006 0.110
C -1.535127 -1.633069 -0.620059 0.076 0.003 -0.048
C -2.760336 -0.793610 -0.304016 0.051 0.083 -0.012
O -3.879712 -1.192801 -0.251433 -0.056 -0.028 0.068
O -2.463802 0.496811 0.010860 -0.037 0.058 -0.100
H 4.901353 -4.579983 -3.880286 -0.001 0.000 0.000
H 3.678543 -5.510998 -4.752554 -0.001 -0.001 0.001
H 3.879978 -5.728250 -3.018829 0.000 0.001 0.001
H 4.288345 -2.567887 -2.653282 -0.003 0.000 0.000
H 2.617067 -0.806337 -2.193724 -0.013 0.001 0.004
H -0.428615 -3.230653 -3.970198 -0.002 -0.001 -0.005
H 1.250086 -4.992370 -4.431869 0.000 -0.001 0.001
H -1.247998 -2.144172 0.302857 -0.004 -0.050 -0.013
H -1.796312 -2.381698 -1.364034 -0.007 -0.005 -0.001
Br -1.871282 -2.967584 6.767798 -0.002 -0.001 0.003
C -1.083718 -1.997759 5.360062 0.015 0.002 0.001
C -1.870138 -1.558066 4.306224 -0.001 -0.003 -0.003
C -1.282955 -0.835655 3.281598 0.005 -0.003 -0.009
C 0.084900 -0.578153 3.293340 -0.008 -0.048 0.005
C 0.861561 -1.011920 4.366085 0.013 0.021 -0.007
C 0.276748 -1.719663 5.400253 -0.019 -0.007 0.005
N 0.596635 0.143948 2.190915 0.022 0.073 0.040
C 1.801533 0.048815 1.820164 -0.011 -0.101 -0.031
C 2.310685 0.830844 0.674175 0.004 0.040 0.008
C 3.674985 1.022872 0.545722 -0.003 0.013 -0.008
C 4.165122 1.823167 -0.476216 -0.011 -0.012 -0.002
C 3.271496 2.410612 -1.351756 -0.004 0.000 0.011
C 1.920853 2.155119 -1.196843 0.015 0.017 -0.003
N 1.455166 1.380710 -0.212304 -0.031 -0.025 -0.042
H -2.929280 -1.772741 4.290079 -0.001 0.002 -0.004
H -1.884181 -0.478438 2.453428 -0.014 0.011 0.016
H 1.916875 -0.777621 4.420923 0.003 0.011 -0.011
H 0.870309 -2.050062 6.240882 0.001 0.000 0.000
H 2.536693 -0.594146 2.308414 -0.006 0.000 0.019
H 4.340905 0.553748 1.257083 -0.001 0.002 0.003
H 5.229612 1.982591 -0.582693 0.001 0.006 0.004
H 3.599102 3.043200 -2.163465 0.003 -0.001 -0.001
H 1.192584 2.551724 -1.885960 -0.012 0.003 -0.001
N -1.038205 2.717928 0.935721 -0.011 -0.043 -0.019
C -0.226107 3.876281 0.626097 0.017 0.016 -0.023
C -0.511532 4.614632 -0.510640 0.002 -0.007 -0.003
C 0.313237 5.678440 -0.846323 0.002 0.001 0.002
C 1.411631 5.988326 -0.055698 -0.002 -0.002 0.002
C 1.682946 5.238796 1.080841 0.003 -0.002 0.000
C 0.862814 4.175031 1.427591 -0.006 0.002 0.005
H -0.963720 2.470168 1.920350 0.012 0.002 0.000
H -2.025122 2.880571 0.736858 0.000 0.008 0.015
H -1.365906 4.362605 -1.128875 0.002 0.001 0.000
H 0.092004 6.267312 -1.726060 0.002 -0.001 -0.001
H 2.049207 6.821039 -0.319084 -0.001 0.001 0.000
H 2.529849 5.486711 1.706416 0.001 0.001 0.000
H 1.066869 3.586365 2.315337 0.000 0.001 0.002
```
Positions in Å, forces in eV/Å.

LUMO energy: -4.10 eV
Total charge: +1
Frontier orbital gap: 0.27006 Ha
Electronic energy: -127118.666 eV

Results of the Mulliken charge analysis, in e, for atoms 1 through 4: 0.973 -1.464 0.892 -0.952

[2]
ORCA calculation (ωB97M-V with the def2-TZVPD basis set) on a structure of composition C27H25Cl2CoN5O2SSe.

The geometry in XYZ format:
```
64
Properties=species:S:1:pos:R:3:forces:R:3
Co 0.757905 -0.631367 0.517721 0.180 0.068 -0.121
Cl 3.094419 -1.439603 1.743122 0.028 -0.018 0.133
C 2.971049 -0.057751 2.854378 0.031 -0.018 -0.025
Cl 1.297359 0.507314 2.969458 0.009 -0.035 0.071
H 3.576001 0.750425 2.457419 -0.030 -0.016 0.000
H 3.291550 -0.389852 3.834535 0.030 0.049 -0.018
C 0.305359 5.521027 2.750590 0.011 0.024 0.013
C -0.312593 4.287147 2.156052 -0.002 -0.005 -0.028
C -0.887411 3.314342 2.964069 -0.021 -0.037 -0.001
C -1.484274 2.189942 2.409039 0.085 -0.019 0.001
C -1.481424 2.027001 1.033795 -0.016 0.004 0.008
C -0.925452 2.993957 0.208805 -0.018 -0.017 0.000
C -0.347020 4.112825 0.773138 0.050 0.026 0.001
S -2.329400 0.654559 0.316044 -0.078 -0.015 0.014
O -3.030398 0.001643 1.403754 -0.085 0.018 -0.071
O -3.137517 1.160013 -0.766301 0.109 -0.053 -0.013
N -1.123369 -0.282344 -0.230530 -0.189 0.180 -0.164
C -1.408400 -1.207306 -1.218438 0.066 -0.020 0.165
C -2.649435 -1.563712 -1.718243 -0.048 -0.034 -0.062
C -2.778169 -2.469987 -2.785523 0.042 0.010 -0.014
C -1.697726 -3.053113 -3.389023 0.007 0.040 0.043
C -0.411005 -2.756655 -2.891795 -0.053 -0.057 -0.045
C 0.773912 -3.292159 -3.444606 0.019 0.015 -0.011
C 1.995539 -2.942936 -2.940077 -0.067 0.027 0.036
C 2.038196 -2.085158 -1.828147 0.039 0.124 -0.095
N 0.950111 -1.608478 -1.267573 -0.080 -0.020 0.215
C -0.275587 -1.877951 -1.795173 0.026 -0.011 -0.022
H 0.532686 5.380925 3.806536 -0.003 0.000 0.014
H -0.375288 6.370727 2.665489 0.002 0.004 0.002
H 1.227280 5.787334 2.233721 0.007 -0.003 -0.011
H -0.877600 3.438796 4.040348 -0.010 0.004 0.013
H -1.963041 1.446660 3.031978 -0.033 -0.003 0.023
H -0.953513 2.866843 -0.863584 -0.009 -0.003 -0.064
H 0.095607 4.862749 0.128568 0.010 0.010 -0.012
H -3.543068 -1.121453 -1.309084 -0.019 0.042 0.020
H -3.774963 -2.689577 -3.145267 -0.017 -0.015 -0.004
H -1.807005 -3.722157 -4.231884 -0.006 -0.016 0.000
H 0.695679 -3.968650 -4.287002 0.002 -0.005 -0.012
H 2.915555 -3.317706 -3.364086 0.016 0.006 -0.017
H 2.978126 -1.771492 -1.387745 0.012 -0.032 0.034
N 1.232143 -3.952540 0.735449 0.156 0.045 -0.065
C 0.266793 -3.517837 1.596328 -0.022 -0.043 0.111
C -0.350917 -4.437989 2.459284 0.010 0.036 -0.035
C -1.307687 -4.000579 3.337449 -0.013 0.018 0.021
C -1.645419 -2.649343 3.355901 0.041 -0.020 -0.027
C -0.987558 -1.813271 2.491318 0.008 0.054 0.016
N -0.033677 -2.211104 1.625952 -0.073 -0.095 -0.126
H 1.286756 -4.942899 0.576494 -0.016 -0.005 -0.017
H 1.433972 -3.373294 -0.061763 -0.026 -0.029 0.001
H -0.067360 -5.480063 2.407178 0.008 -0.018 -0.008
H -1.797469 -4.702768 3.999024 -0.009 -0.008 0.009
H -2.410551 -2.255456 4.006117 -0.020 0.016 0.010
H -1.246549 -0.767926 2.453706 0.018 -0.025 0.036
Se 2.120264 1.211161 -0.215462 -0.050 -0.027 -0.098
C 1.539063 2.037986 -1.828846 -0.016 0.023 0.003
C 2.019149 3.316317 -2.110058 0.077 -0.019 0.051
C 1.632997 3.948658 -3.279311 0.063 0.082 0.081
N 0.802190 3.423126 -4.174078 -0.061 -0.032 -0.064
C 0.336294 2.208650 -3.893916 -0.045 0.010 -0.087
C 0.669284 1.482753 -2.762778 0.079 0.069 0.155
H 2.690914 3.812335 -1.421112 0.005 0.011 -0.002
H 2.009755 4.941521 -3.502401 0.011 0.011 -0.002
H -0.351095 1.784585 -4.618096 -0.013 -0.023 0.000
H 0.236029 0.513152 -2.610855 -0.114 -0.230 0.042
```
Positions in Å, forces in eV/Å.

LUMO energy (alpha / beta): -0.35 / -0.23 eV
⟨S²⟩: 1.02
Frontier orbital gap (alpha / beta): 0.25695 / 0.26275 Ha
Electronic energy: -178804.753 eV
2S+1: 2

Results of the Mulliken charge analysis, in e, for atoms 1 through 4: -0.192 -0.020 -0.521 0.041

[3]
ORCA calculation (ωB97M-V with the def2-TZVPD basis set) on a cluster of 2 separate species, C27H25FNO in total at a distorted geometry.

The geometry in XYZ format:
```
55
Properties=species:S:1:pos:R:3:forces:R:3
C -1.820830 -1.126489 -2.705552 -0.346 -0.388 0.030
C -0.743797 -1.843247 -1.915860 -0.220 -0.969 0.075
N 0.414721 -1.095128 -1.723614 -0.628 -0.001 -0.339
C 1.377200 -1.350465 -0.750129 1.070 -0.310 1.000
C 2.703544 -0.608144 -0.935601 -0.001 -0.950 0.395
C 3.805246 -1.217728 -1.436129 -1.126 0.192 0.493
C 5.021473 -0.454885 -1.833693 0.273 0.914 0.380
C 4.775022 1.078825 -2.013613 0.198 -0.537 -0.565
C 3.696611 1.648668 -1.137590 -0.749 0.207 0.444
C 3.570161 3.030123 -0.943117 -0.477 -0.225 0.418
C 2.546743 3.534493 -0.123191 -0.139 -0.263 -0.018
C 1.740003 2.658342 0.632869 0.635 0.327 -0.162
C 1.940643 1.288968 0.520003 0.091 -0.196 -0.655
C 2.762469 0.786181 -0.510780 0.546 1.193 -0.108
C 1.144337 -2.187602 0.292211 1.468 -0.204 -0.975
O -0.905926 -2.980511 -1.476467 0.241 1.613 -0.325
H -1.423584 -0.381622 -3.395875 -0.058 -0.064 -0.009
H -2.426326 -1.878621 -3.237380 0.349 0.377 0.145
H -2.494567 -0.617638 -1.998085 0.265 -0.091 -0.245
H 0.482436 -0.227636 -2.254884 0.204 -0.447 0.198
H 3.840873 -2.301921 -1.471298 -0.199 0.025 -0.502
H 5.808646 -0.611738 -1.081439 -0.105 -0.060 -0.118
H 5.413965 -0.833292 -2.779783 -0.005 -0.183 0.149
H 5.718399 1.617122 -1.818719 -0.398 -0.161 -0.154
H 4.525531 1.250355 -3.077561 0.036 0.058 0.392
H 4.247909 3.706531 -1.469130 -0.207 -0.149 0.229
H 2.394064 4.612317 -0.048006 0.063 -0.324 -0.003
H 0.966733 3.032666 1.305220 0.465 0.082 -0.014
H 1.531612 0.576882 1.244868 -0.324 0.291 -0.485
H 1.889909 -2.190906 1.089148 -0.004 -0.269 -0.395
H 0.491658 -3.038205 0.171123 -0.455 0.381 0.403
F -5.542242 3.828087 0.953905 1.165 -1.273 0.121
C -4.521682 2.909157 0.920198 -0.305 0.775 -0.194
C -3.284635 3.269439 1.455160 -0.142 -0.425 -0.083
C -2.215792 2.371957 1.367596 0.422 -0.463 -0.510
C -2.349455 1.116508 0.713128 -1.617 0.532 -0.580
C -1.360688 0.036147 0.740987 -0.861 0.228 1.256
C -1.662451 -1.146989 1.467540 0.307 0.203 -0.332
C -0.645836 -1.768654 2.235554 0.595 0.000 -0.283
C -0.846352 -2.980692 2.862764 -0.121 -0.251 0.331
C -2.067286 -3.645319 2.722938 0.298 0.142 -0.393
C -3.124027 -3.004438 2.059540 -0.173 0.326 -0.099
C -2.947265 -1.749680 1.509937 -0.490 -0.203 0.050
C -3.624514 0.846238 0.150401 0.147 -0.296 0.117
C -4.714273 1.687237 0.275139 0.197 0.599 0.230
H -3.180177 4.235923 1.944928 0.052 -0.261 -0.121
H -1.252357 2.628899 1.801989 -0.238 0.052 0.014
H -0.373307 0.188676 0.303523 0.118 0.043 0.684
H 0.281023 -1.222848 2.364516 -0.070 -0.235 0.015
H -0.041456 -3.429790 3.442559 -0.195 0.125 -0.144
H -2.188857 -4.668842 3.084277 -0.004 0.423 0.092
H -4.101036 -3.477449 1.984506 0.255 0.059 0.047
H -3.787311 -1.245057 1.049154 0.134 -0.328 0.147
H -3.754713 -0.069751 -0.420277 -0.060 0.244 0.100
H -5.690196 1.415548 -0.107906 0.124 0.114 -0.145
```
Positions in Å, forces in eV/Å.

LUMO energy: -5.88 eV
Total charge: +1
Frontier orbital gap: 0.17981 Ha
Electronic energy: -34650.589 eV

Results of the Mulliken charge analysis, in e, for atoms 1 through 4: -1.064 0.782 0.116 0.143

[4]
ORCA calculation (ωB97M-V with the def2-TZVPD basis set) on a structure of composition C27H25IrN7 at a distorted geometry.

The geometry in XYZ format:
```
60
Properties=species:S:1:pos:R:3:forces:R:3
Ir -1.689987 0.248115 -0.522295 1.567 -0.581 -3.006
C -1.897487 -4.128385 -1.721595 0.001 0.710 -0.063
C -2.256687 -2.815685 -1.397895 -0.500 -0.189 -0.143
N -1.334487 -1.868685 -1.327295 -0.471 1.086 1.767
C -0.035387 -2.167485 -1.553095 0.080 -1.013 -0.036
C 0.304513 -3.505685 -1.825695 -0.056 1.724 0.176
N -0.631587 -4.405685 -1.903895 -0.047 -1.902 -0.219
C 0.890713 -1.039785 -1.626895 0.013 0.100 0.207
C 2.248713 -1.131585 -1.916195 -0.121 0.356 -0.027
C 2.996513 0.036215 -2.115195 -0.859 0.071 0.069
C 2.297213 1.252715 -2.150195 -0.047 -0.450 -0.005
C 0.943013 1.281715 -1.831695 -0.041 0.072 0.217
N 0.292113 0.158415 -1.473895 -0.980 -0.013 1.145
C 0.074513 2.457015 -1.924195 0.251 1.045 -0.352
C 0.435613 3.656315 -2.566095 -0.039 -1.666 0.754
N -0.463187 4.572915 -2.769395 0.071 1.834 -0.877
C -1.701487 4.455615 -2.372895 -0.065 -0.710 0.332
C -2.062987 3.303715 -1.661095 -0.477 0.461 -0.075
N -1.188987 2.327915 -1.469295 -0.535 -0.790 1.080
C 4.468113 -0.004285 -2.290495 0.550 -0.012 -0.016
C 5.120913 -1.141285 -2.779795 0.158 0.577 0.143
C 6.515513 -1.142185 -2.844995 0.151 -1.510 -0.599
N 7.146913 -0.081785 -2.465895 -1.050 0.123 0.075
C 6.632013 1.019215 -2.026095 0.291 1.532 0.557
C 5.243213 1.099315 -1.911295 0.080 -0.581 -0.253
H -2.625787 -4.919585 -1.842595 -0.068 -0.004 0.066
H -3.291887 -2.543185 -1.238295 0.046 0.073 0.147
H 1.319913 -3.834585 -1.998395 0.107 0.060 -0.017
H 2.713513 -2.100285 -1.984195 0.008 -0.137 0.057
H 2.809013 2.149515 -2.457195 -0.088 0.190 0.034
H 1.431713 3.854915 -2.931495 0.166 -0.059 -0.043
H -2.400787 5.243515 -2.623395 -0.078 -0.010 0.113
H -3.065987 3.202215 -1.267995 0.027 -0.169 0.036
H 4.604813 -2.011785 -3.145895 -0.020 -0.168 -0.028
H 7.083413 -1.997685 -3.195795 0.055 -0.084 -0.086
H 7.282713 1.845515 -1.756795 0.094 0.035 0.024
H 4.811713 2.008915 -1.523595 0.117 0.071 0.072
C -0.200087 1.108615 3.614505 0.316 0.824 -0.233
N -0.635687 -0.179185 4.182205 0.395 -0.178 0.057
C -1.555687 0.024615 5.318805 -0.556 0.173 0.884
C -1.183887 -1.095185 3.131705 -0.361 -0.572 -0.691
C -2.515287 -0.677985 2.545305 0.701 0.181 -0.431
C -3.685987 -0.955085 3.256205 -0.347 0.172 -0.308
C -4.937487 -0.656285 2.743005 0.031 0.052 0.016
C -5.064987 -0.088585 1.482705 -0.127 -0.087 0.259
C -3.913887 0.182415 0.760805 1.650 0.115 -0.646
C -2.642387 -0.105985 1.272705 -0.134 -0.631 0.084
H 0.147513 1.767315 4.409005 -0.058 -0.106 0.044
H -1.033387 1.588515 3.103005 -0.063 -0.118 0.090
H 0.621513 0.956915 2.916205 -0.061 -0.161 -0.001
H 0.196113 -0.642885 4.566905 -0.132 0.051 -0.106
H -2.466787 0.510915 4.979705 0.095 0.009 -0.065
H -1.086087 0.658515 6.068305 0.151 0.009 -0.115
H -1.793187 -0.925785 5.792505 0.023 -0.081 -0.138
H -1.297187 -2.085085 3.583705 0.145 0.164 0.034
H -0.450087 -1.158285 2.322405 0.091 0.009 0.284
H -3.627087 -1.440885 4.219805 0.060 -0.040 0.049
H -5.822587 -0.869385 3.325005 -0.057 -0.061 -0.005
H -6.035587 0.135415 1.066805 -0.045 0.057 -0.049
H -4.037487 0.613215 -0.248295 -0.008 0.146 -0.237
```
Positions in Å, forces in eV/Å.

LUMO energy (alpha / beta): -13.43 / -14.35 eV
⟨S²⟩: 0.85
Total charge: +4
Frontier orbital gap (alpha / beta): 0.22492 / 0.19114 Ha
Electronic energy: -41629.841 eV
2S+1: 2

Results of the Mulliken charge analysis, in e, for atoms 1 through 4: 0.785 -0.417 -0.267 -0.371